Below is a structure of composition C39H60F6N3O6S3SeSn, with properties calculated with ωB97M-V with the def2-TZVPD basis set.

CARTESIAN COORDINATES (ANGSTROEM)
1 Sn 14.971 11.704 10.899
2 C 22.036 8.819 9.721
3 C 20.991 8.122 8.852
4 C 21.379 8.340 7.382
5 C 21.014 6.627 9.192
6 C 19.585 8.671 9.072
7 C 19.296 9.701 9.950
8 C 18.008 10.200 10.047
9 Se 17.705 11.690 11.258
10 C 18.102 13.074 9.951
11 C 19.436 13.368 9.721
12 C 19.796 14.304 8.768
13 C 18.754 14.918 8.088
14 C 17.411 14.652 8.290
15 C 17.032 13.692 9.270
16 O 15.798 13.393 9.557
17 C 16.439 15.432 7.403
18 C 16.768 15.139 5.932
19 C 14.979 15.050 7.627
20 C 16.581 16.936 7.683
21 C 21.235 14.680 8.451
22 C 21.533 14.368 6.978
23 C 21.432 16.179 8.713
24 C 22.240 13.908 9.306
25 C 16.920 9.715 9.287
26 O 15.747 10.279 9.342
27 C 17.207 8.606 8.443
28 C 18.511 8.152 8.355
29 C 16.162 7.868 7.601
30 C 16.506 8.055 6.115
31 C 16.193 6.377 7.973
32 C 14.725 8.348 7.813
33 H 23.022 8.394 9.516
34 H 22.071 9.894 9.505
35 H 21.823 8.684 10.783
36 H 22.398 7.987 7.187
37 H 20.700 7.809 6.706
38 H 21.321 9.405 7.140
39 H 22.020 6.208 9.051
40 H 20.712 6.476 10.236
41 H 20.326 6.068 8.554
42 H 20.067 10.143 10.571
43 H 20.181 12.839 10.300
44 H 19.014 15.669 7.344
45 H 16.720 14.057 5.757
46 H 16.049 15.636 5.268
47 H 17.769 15.475 5.654
48 H 14.862 13.978 7.458
49 H 14.672 15.264 8.653
50 H 14.340 15.611 6.925
51 H 17.592 17.298 7.459
52 H 15.868 17.503 7.072
53 H 16.372 17.140 8.740
54 H 20.893 14.943 6.306
55 H 22.572 14.610 6.736
56 H 21.368 13.301 6.783
57 H 20.781 16.788 8.075
58 H 21.192 16.409 9.754
59 H 22.471 16.477 8.524
60 H 22.153 12.832 9.127
61 H 23.257 14.217 9.050
62 H 22.080 14.101 10.373
63 H 18.715 7.330 7.672
64 H 17.494 7.649 5.873
65 H 15.763 7.558 5.479
66 H 16.507 9.122 5.866
67 H 17.161 5.916 7.768
68 H 15.979 6.260 9.038
69 H 15.431 5.830 7.406
70 H 14.604 9.383 7.495
71 H 14.045 7.712 7.228
72 H 14.445 8.289 8.867
73 F 11.806 11.264 15.074
74 C 12.913 11.937 14.741
75 F 12.646 12.671 13.672
76 F 13.177 12.777 15.746
77 S 14.348 10.745 14.485
78 O 15.112 11.354 13.426
79 O 14.961 10.632 15.762
80 N 13.667 9.410 14.034
81 S 13.435 9.345 12.488
82 O 12.583 10.386 11.994
83 O 14.574 9.011 11.696
84 C 12.349 7.814 12.441
85 F 11.354 7.897 13.323
86 F 11.786 7.652 11.233
87 F 13.034 6.704 12.704
88 C 9.014 9.901 11.065
89 C 8.822 9.348 9.659
90 C 9.481 10.180 8.559
91 C 11.018 10.204 8.620
92 N 11.505 11.275 9.458
93 C 12.090 12.453 9.211
94 S 12.287 13.507 10.504
95 N 12.559 12.900 8.031
96 C 12.256 12.582 6.657
97 C 10.856 13.027 6.230
98 C 10.671 14.542 6.122
99 C 10.693 15.284 7.450
100 H 8.445 9.319 11.791
101 H 8.672 10.936 11.127
102 H 10.060 9.867 11.376
103 H 7.749 9.294 9.447
104 H 9.209 8.325 9.612
105 H 9.117 11.213 8.607
106 H 9.177 9.771 7.588
107 H 11.434 10.302 7.627
108 H 11.387 9.258 9.028
109 H 11.414 11.126 10.452
110 H 13.022 13.778 8.175
111 H 12.393 11.522 6.466
112 H 13.007 13.101 6.052
113 H 10.124 12.623 6.944
114 H 10.644 12.575 5.256
115 H 9.706 14.718 5.633
116 H 11.441 14.952 5.456
117 H 10.127 14.744 8.214
118 H 10.252 16.280 7.338
119 H 11.703 15.417 7.839

Results
- HOMO-LUMO gap: 0.2618 hartree
- HOMO level: -4.825 eV
- Energy above the lowest of the compared OMol25 structures with the same formula, charge and spin: 0.00 kJ/mol
- Net charge: -1
- F_max: 0.045 hartree/bohr
- E: -6547.43358 hartree

Results of the Löwdin charge analysis, in e, for atoms 1 through 99: 1.31 -0.07 -0.57 -0.05 -0.05 -0.19 -0.08 -0.37 1.13 -0.37 -0.07 -0.19 -0.01 -0.09 -0.37 -0.30 -0.54 -0.05 -0.08 -0.05 -0.57 -0.05 -0.05 -0.07 -0.37 -0.29 -0.09 0.00 -0.53 -0.05 -0.05 -0.07 0.08 0.08 0.09 0.08 0.08 0.09 0.08 0.09 0.07 0.09 0.09 0.10 0.09 0.08 0.07 0.07 0.09 0.09 0.07 0.08 0.09 0.07 0.08 0.09 0.08 0.09 0.08 0.08 0.08 0.09 0.10 0.07 0.08 0.09 0.07 0.09 0.08 0.08 0.08 0.08 0.13 -0.66 0.11 0.13 0.58 -0.46 -0.25 -0.28 0.53 -0.37 -0.31 -0.66 0.13 0.12 0.14 -0.10 -0.26 -0.20 -0.16 0.02 -0.86 0.60 0.00 -0.18 -0.19 -0.26 -0.11


Below is a structure of composition C41H60Cl33NO4, with properties calculated with ωB97M-V with the def2-TZVPD basis set.

CARTESIAN COORDINATES (ANGSTROEM)
1 C -1.839 -5.975 -1.610
2 C -1.629 -4.592 -0.723
3 O -0.471 -4.662 0.208
4 C 0.161 -3.342 0.379
5 C 0.756 -3.096 1.923
6 C 0.188 -1.637 2.411
7 C 0.462 -1.276 3.986
8 C -0.713 -0.216 4.509
9 C -0.376 1.357 4.148
10 C 0.598 2.178 5.231
11 C 1.238 1.489 6.592
12 N 0.999 2.364 7.812
13 C 0.709 1.531 9.057
14 C 1.019 3.774 4.980
15 C 0.433 4.480 3.622
16 C -0.552 3.682 2.531
17 C -0.967 2.109 2.776
18 C -1.895 1.352 1.654
19 C -3.316 0.757 2.215
20 O -3.986 1.174 3.294
21 Cl -4.090 -0.702 1.296
22 C -1.039 4.604 1.238
23 O -2.274 4.625 0.731
24 C 0.137 5.596 0.598
25 C 0.387 5.840 -1.004
26 C 1.648 6.843 -1.454
27 C 2.651 7.586 -0.369
28 C 2.387 7.357 1.253
29 C 1.146 6.371 1.677
30 C 0.864 6.063 3.296
31 O 0.993 6.990 4.256
32 H -1.361 -6.897 -1.052
33 H -3.002 -6.203 -1.735
34 H -1.424 -5.869 -2.713
35 H -1.546 -3.713 -1.507
36 H -2.634 -4.374 -0.117
37 H -0.672 -2.524 0.143
38 H 0.992 -3.187 -0.448
39 H 1.945 -3.059 1.828
40 H 0.410 -3.990 2.615
41 H 0.706 -0.794 1.745
42 H -0.971 -1.580 2.188
43 H 1.557 -0.819 4.085
44 H 0.371 -2.271 4.639
45 H -1.718 -0.612 4.046
46 H -0.804 -0.411 5.683
47 H 0.938 0.363 6.743
48 H 2.420 1.484 6.424
49 H 0.227 3.068 7.642
50 H 0.239 2.231 9.878
51 H 1.657 0.944 9.458
52 H -0.114 0.739 8.724
53 H 1.695 4.400 5.702
54 H -2.139 2.019 0.709
55 H -1.262 0.433 1.228
56 H -0.304 5.296 -1.808
57 H 1.882 7.030 -2.592
58 H 3.544 8.256 -0.728
59 H 3.047 7.849 2.107
60 C -2.998 7.085 -1.818
61 Cl -3.233 5.501 -2.566
62 Cl -1.287 7.387 -1.493
63 H -3.373 7.857 -2.494
64 H -3.550 7.119 -0.876
65 C 2.750 -5.990 -1.054
66 Cl 3.677 -4.488 -1.154
67 Cl 2.590 -6.746 -2.644
68 H 3.264 -6.682 -0.382
69 H 1.753 -5.769 -0.664
70 C 2.314 -9.771 -0.496
71 Cl 3.563 -9.038 0.517
72 Cl 0.724 -9.651 0.267
73 H 2.286 -9.253 -1.458
74 H 2.555 -10.825 -0.652
75 C 0.044 -6.988 3.871
76 Cl -0.251 -5.388 4.564
77 Cl 0.117 -6.913 2.107
78 H 0.994 -7.370 4.251
79 H -0.768 -7.658 4.166
80 C -2.334 -9.799 -2.828
81 Cl -0.895 -8.775 -2.769
82 Cl -3.416 -9.456 -1.473
83 H -2.866 -9.612 -3.764
84 H -2.027 -10.847 -2.782
85 C 3.274 3.433 -1.303
86 Cl 2.980 5.032 -0.610
87 Cl 3.347 3.507 -3.067
88 H 4.225 3.050 -0.923
89 H 2.463 2.762 -1.008
90 C 0.754 2.485 -6.133
91 Cl 2.194 3.510 -6.074
92 Cl -0.327 2.829 -4.778
93 H 0.222 2.673 -7.069
94 H 1.061 1.438 -6.087
95 C -4.108 7.595 -5.870
96 Cl -4.939 8.376 -7.221
97 Cl -4.930 7.926 -4.340
98 H -4.092 6.515 -6.039
99 H -3.085 7.975 -5.814
100 C 3.514 -3.174 -5.040
101 Cl 2.129 -3.815 -4.149
102 Cl 3.184 -1.546 -5.644
103 H 4.380 -3.138 -4.373
104 H 3.728 -3.831 -5.886
105 C 4.338 -1.671 -9.172
106 Cl 4.208 -3.252 -8.391
107 Cl 4.457 -1.837 -10.928
108 H 3.450 -1.081 -8.930
109 H 5.231 -1.163 -8.801
110 C -3.937 1.013 -4.251
111 Cl -4.066 -0.568 -3.470
112 Cl -3.817 0.847 -6.007
113 H -4.824 1.603 -4.009
114 H -3.043 1.521 -3.880
115 C -2.857 4.513 6.483
116 Cl -3.373 3.175 5.449
117 Cl -1.263 4.199 7.180
118 H -2.811 5.426 5.886
119 H -3.581 4.637 7.292
120 C -0.421 -1.050 -3.290
121 Cl 1.018 -0.026 -3.231
122 Cl -1.502 -0.706 -1.934
123 H -0.953 -0.863 -4.226
124 H -0.114 -2.098 -3.243
125 C 2.236 -4.232 -13.235
126 Cl 2.107 -5.813 -12.454
127 Cl 2.356 -4.398 -14.991
128 H 1.349 -3.642 -12.993
129 H 3.129 -3.724 -12.864
130 C -6.801 2.080 6.139
131 Cl -7.719 0.612 6.498
132 Cl -7.318 3.421 7.168
133 H -5.740 1.887 6.313
134 H -6.960 2.352 5.093
135 C 4.861 2.304 8.162
136 Cl 4.732 0.724 8.943
137 Cl 4.981 2.139 6.406
138 H 3.974 2.894 8.404
139 H 5.755 2.812 8.533

Results
- HOMO-LUMO gap: 0.2338 hartree
- HOMO level: -7.802 eV
- Net charge: 0
- F_max: 0.179 hartree/bohr
- E: -17139.29552 hartree

Results of the Löwdin charge analysis, in e, for atoms 1 through 99: -0.14 -0.23 -0.30 -0.21 -0.15 -0.23 -0.19 -0.17 -0.02 -0.05 -0.21 -0.19 -0.15 0.02 -0.02 0.02 -0.03 -0.12 -0.56 -0.13 0.52 -0.19 -0.06 -0.08 -0.26 -0.22 -0.14 -0.03 -0.05 -0.20 -0.05 0.03 0.08 0.07 0.10 0.14 0.08 0.11 0.12 0.03 0.13 0.09 0.13 0.11 0.11 0.11 0.11 0.07 -0.08 0.09 0.07 0.09 0.12 0.13 0.10 0.08 0.11 0.10 0.11 -0.97 0.51 0.70 -0.05 0.04 -1.01 0.50 0.50 -0.04 0.01 -1.01 0.54 0.48 -0.02 0.03 -0.99 0.54 0.54 0.03 0.03 -0.99 0.52 0.51 0.03 0.03 -0.94 0.70 0.48 0.03 0.03 -1.01 0.49 0.49 0.03 0.01 -1.01 0.51 0.54 0.03 0.04


Below is a cluster of 2 separate species, C2H9N2S2 in total, with properties calculated with ωB97M-V with the def2-TZVPD basis set.

CARTESIAN COORDINATES (ANGSTROEM)
1 C 1.163 -0.044 2.032
2 S 1.988 0.236 0.406
3 S 1.048 2.010 -0.255
4 H 0.224 0.492 2.129
5 H 0.973 -1.115 2.090
6 H 1.871 0.251 2.798
7 H 2.172 2.740 -0.166
8 N -1.800 0.165 -0.419
9 C -1.551 -0.826 -1.250
10 N -0.354 -1.098 -1.691
11 H -1.007 0.501 0.116
12 H -2.703 0.605 -0.471
13 H -2.354 -1.471 -1.600
14 H -0.079 -2.017 -2.010
15 H 0.407 -0.429 -1.709

Results
- HOMO-LUMO gap: 0.3203 hartree
- HOMO level: -12.691 eV
- Energy above the lowest of the compared OMol25 structures with the same formula, charge and spin: 50.68 kJ/mol
- Net charge: +1
- F_max: 0.022 hartree/bohr
- E: -987.24201 hartree

Löwdin analysis output, partial charges in e: -0.44 0.40 0.33 0.02 0.03 0.03 -0.17 0.20 -0.16 0.19 0.04 0.14 0.16 0.15 0.06